Entry 1:
The following is a quantum chemistry calculation of a cluster of 10 separate species, C29H68N9O10 in total in a non-equilibrium geometry, from OMol25.

Structure (XYZ):
```
116
Properties=species:S:1:pos:R:3:forces:R:3:lowdin_charge:R:1
C 7.473090 0.565300 -19.886010 -0.094 -0.646 -0.924 -0.124
C 6.537710 1.484840 -19.152230 0.359 1.178 2.472 -0.522
O 6.859260 1.856650 -17.854360 0.303 -0.640 -0.222 -0.361
H 7.105900 0.633870 -20.910000 0.378 -0.049 -0.606 0.052
H 7.441700 -0.509800 -19.709160 -0.046 -0.085 0.655 0.025
H 8.512390 0.888970 -19.829410 -0.061 0.115 0.048 0.034
H 5.512480 1.114710 -19.156120 -0.555 -0.534 -0.591 0.077
H 6.550580 2.385240 -19.766410 -0.317 0.593 -0.707 0.067
C 6.713230 -0.939890 -15.254550 -0.266 0.480 -2.389 -0.364
O 6.838910 -0.774390 -14.088720 0.229 -0.403 2.841 0.036
N 6.705410 -2.138770 -15.925670 -0.381 0.697 -0.339 -0.154
C 6.507230 -2.140020 -17.393860 0.310 -1.173 0.573 -0.048
C 6.403710 -3.345430 -15.200180 -0.217 -1.449 0.091 -0.082
H 6.581960 -0.044460 -15.881580 0.196 -0.207 -0.749 0.117
H 7.152100 -2.894740 -17.844010 0.309 -0.293 0.211 0.069
H 6.810140 -1.233600 -17.918020 -0.486 0.401 0.704 0.070
H 5.514360 -2.513940 -17.643840 -0.170 0.451 -0.121 0.055
H 7.020040 -4.194700 -15.495110 0.672 0.201 -0.045 0.077
H 6.413890 -3.299680 -14.111180 0.547 0.781 -0.159 0.087
H 5.422630 -3.784470 -15.381330 -0.642 0.585 -0.539 0.077
C 6.519990 2.857240 -23.039410 0.199 0.537 -0.280 -0.361
O 5.372440 3.114860 -22.809160 -1.612 -0.044 1.020 0.022
N 7.130360 3.359420 -24.113440 -0.118 1.256 -2.003 -0.183
C 8.407030 2.884940 -24.512980 1.134 0.631 0.556 -0.076
C 6.465020 4.246040 -25.105220 -0.688 -0.997 0.014 -0.023
H 7.199130 2.283440 -22.390000 -0.191 -0.246 0.067 0.117
H 8.486580 2.408550 -25.490130 -0.516 -0.387 0.036 0.093
H 8.738750 2.241500 -23.698090 0.409 -0.170 -0.400 0.064
H 9.062940 3.753280 -24.575070 0.473 -0.071 0.084 0.093
H 7.153630 4.900900 -25.639150 0.335 -0.135 0.431 0.085
H 5.992960 3.611230 -25.855080 0.129 -0.191 -0.301 0.086
H 5.612930 4.832490 -24.761550 0.411 -0.055 0.795 0.078
C 11.664640 4.265610 -22.044130 2.317 1.106 -1.089 -0.352
O 12.380150 4.501340 -23.034120 -1.394 -0.698 0.995 -0.030
N 11.099680 3.118150 -21.694220 -0.615 -0.999 1.136 -0.167
C 10.434830 2.962010 -20.376630 -0.133 -0.168 -0.779 -0.023
C 11.200920 1.873010 -22.425920 -0.452 -0.481 -0.619 -0.058
H 11.571310 5.037570 -21.264660 -0.411 0.035 -0.053 0.131
H 9.420090 2.615340 -20.572120 -0.047 -0.029 0.178 0.063
H 10.351390 3.878490 -19.792510 0.343 0.047 -0.275 0.094
H 10.958800 2.196570 -19.804200 0.018 0.076 0.175 0.089
H 10.283390 1.300470 -22.290150 -0.437 0.280 -0.077 0.068
H 11.341190 2.020630 -23.496730 0.123 0.273 0.155 0.090
H 11.924320 1.131450 -22.086980 0.698 0.547 0.356 0.087
C 5.215060 -4.774710 -20.209620 0.068 1.888 1.110 -0.284
O 4.678670 -3.918230 -19.465540 1.349 -2.044 -2.026 -0.024
N 6.436190 -4.678400 -20.824900 0.342 0.692 -0.837 -0.184
C 7.070940 -5.831680 -21.464290 -1.020 -0.536 0.691 -0.063
C 7.335000 -3.522840 -20.770620 -0.490 0.305 0.602 -0.059
H 4.772510 -5.751170 -20.460370 -0.312 0.098 0.227 0.129
H 7.731940 -5.587820 -22.295990 0.022 0.370 0.325 0.088
H 6.312050 -6.497940 -21.874500 -0.117 -0.033 0.055 0.080
H 7.575890 -6.375030 -20.665610 0.529 -0.233 -0.357 0.091
H 6.788290 -2.627410 -20.475000 -0.016 -0.158 0.219 0.079
H 8.157800 -3.708020 -20.080100 -0.057 0.024 0.300 0.078
H 7.820160 -3.289530 -21.718400 -0.356 -0.372 -0.347 0.082
C 4.419070 7.983260 -20.309170 -1.836 1.644 -0.813 -0.326
O 3.643980 8.908950 -20.646590 1.558 -1.643 0.601 -0.046
N 4.320530 6.716150 -20.737060 -0.303 0.179 -0.918 -0.192
C 5.098140 5.647040 -20.168090 0.416 -0.279 0.373 -0.054
C 3.308780 6.235000 -21.693460 0.838 0.737 -0.569 -0.026
H 5.256660 8.152230 -19.614840 -0.033 -0.066 -0.026 0.131
H 4.476800 5.184800 -19.401030 0.416 -0.385 0.196 0.081
H 6.053630 5.986140 -19.767930 -0.252 0.310 0.377 0.094
H 5.398340 4.897240 -20.900060 -0.456 0.000 -0.206 0.070
H 2.896720 6.979090 -22.375110 -0.135 0.702 0.863 0.083
H 3.889590 5.674550 -22.426020 -0.340 -1.019 0.372 0.075
H 2.505780 5.707650 -21.178480 0.148 -0.283 -0.249 0.095
C 1.068900 -1.862010 -16.671040 -1.422 -2.330 -0.086 -0.348
O 0.452280 -2.550410 -15.813660 1.606 2.165 -1.480 -0.041
N 2.189560 -1.157360 -16.568330 1.942 0.416 1.537 -0.150
C 3.123030 -0.788870 -17.684120 -1.264 -1.461 -0.739 -0.009
C 2.840380 -1.075170 -15.262150 0.125 1.732 0.465 -0.038
H 0.753370 -1.866560 -17.725840 -0.407 -0.058 -0.052 0.127
H 2.996520 -1.564400 -18.439540 -0.095 -0.032 -0.265 0.079
H 4.175350 -0.911190 -17.427710 -0.310 0.458 0.600 0.068
H 2.932730 0.150630 -18.203000 -0.039 0.175 0.637 0.064
H 2.167190 -1.002360 -14.407970 -0.369 -0.665 -0.346 0.094
H 3.646230 -1.780310 -15.058470 -0.199 -0.347 -0.297 0.085
H 3.279270 -0.077500 -15.250700 0.461 -0.030 0.055 0.064
C 11.877100 -2.717610 -21.317240 0.175 -0.136 -0.170 -0.362
O 12.918500 -3.244440 -21.684770 -0.358 0.564 0.586 0.001
N 11.677830 -1.837480 -20.312180 0.623 1.255 1.172 -0.182
C 10.322870 -1.534370 -19.842480 0.050 -1.914 -0.324 -0.055
C 12.726860 -1.453530 -19.355190 0.581 0.459 -0.636 -0.035
H 10.927030 -2.941840 -21.826460 -0.141 0.017 -0.139 0.123
H 9.684410 -1.672820 -20.715000 -0.434 0.055 0.333 0.068
H 10.065510 -0.614910 -19.316670 0.899 0.306 -0.464 0.079
H 10.207370 -2.342050 -19.119690 -1.149 0.047 0.258 0.094
H 13.159690 -2.236780 -18.732870 -0.109 -0.530 -0.471 0.089
H 13.503020 -0.976910 -19.953940 0.350 -0.148 0.303 0.088
H 12.388050 -0.717980 -18.625620 -0.479 0.120 -0.366 0.080
C 4.295530 2.398540 -15.358530 0.634 1.049 -0.224 -0.364
O 4.251690 2.504120 -14.149370 -0.391 -0.555 0.249 0.004
N 3.261580 2.570290 -16.215110 -1.918 -0.370 -0.018 -0.151
C 3.505380 2.874550 -17.631630 -1.098 0.714 0.433 -0.063
C 1.827200 2.566290 -15.758890 0.278 0.271 -0.256 -0.041
H 5.236960 2.277160 -15.916380 0.155 -0.173 -0.060 0.111
H 4.556280 3.026350 -17.877940 0.152 -0.996 0.121 0.072
H 3.061810 3.837240 -17.885730 -0.187 0.527 0.410 0.068
H 2.893290 2.231930 -18.264470 0.691 -0.585 -0.196 0.067
H 1.344780 3.539150 -15.853310 0.357 0.356 -0.126 0.075
H 1.179180 1.901690 -16.330280 0.483 -0.280 -0.597 0.070
H 1.610620 2.257500 -14.736220 1.059 0.015 0.147 0.081
C 10.137630 1.867050 -16.361820 0.009 -0.063 0.785 -0.325
O 11.311790 1.558260 -16.523410 0.143 -0.099 -1.066 -0.049
N 9.630390 1.942220 -15.113450 -0.170 -0.096 1.292 -0.160
C 8.285420 2.391430 -14.771690 -1.224 -1.039 -0.971 -0.058
C 10.492800 1.614480 -13.994120 0.836 0.100 0.885 -0.070
H 9.408630 2.082560 -17.158260 -0.070 0.013 0.022 0.118
H 7.650120 2.094340 -15.606090 -0.095 0.289 -0.395 0.044
H 8.061330 3.441010 -14.581270 0.870 0.268 -0.014 0.086
H 7.837000 1.823740 -13.956370 0.543 -0.149 0.260 0.082
H 10.708270 2.517260 -13.422590 0.125 0.199 0.036 0.084
H 10.130380 0.902010 -13.253080 -1.111 -0.009 -0.286 0.083
H 11.448090 1.144800 -14.228480 -0.112 0.471 -0.834 0.076
```
Forces are in eV/Å.

Computed properties:
LUMO level = 1.76 eV
2S+1 = 1
Gap between HOMO and LUMO = 6.15 eV
Strongest force on any atom = 0.06181 hartree/bohr
Charge = -1
Energy above the lowest of the compared OMol25 structures with the same formula, charge and spin = 27.0 kcal per mole

=====

Entry 2:
The following is a quantum chemistry calculation of a cluster of 2 separate species, C5H12NOS in total in a non-equilibrium geometry, from OMol25.

Structure (XYZ):
```
20
Properties=species:S:1:pos:R:3:forces:R:3:nbo_charge:R:1
C 1.394305 -1.220041 0.451344 0.842 -1.095 -1.441 -0.255
C 0.591778 -2.189932 -0.441136 -1.497 0.680 0.355 -0.509
C -0.666962 -0.135917 -0.312619 -0.296 1.336 -4.409 0.142
C 1.425147 1.121197 -0.332862 1.754 2.641 -0.345 -0.435
C -2.845016 1.169228 -0.228217 1.400 2.372 -0.496 -0.279
N 0.688851 0.099907 0.332173 -0.597 -2.345 0.405 -0.402
O -1.391707 0.890200 0.209231 -1.838 0.294 -0.863 -0.594
S -1.174509 -1.788682 0.042073 1.077 -0.120 -0.785 0.277
H 1.539009 -1.577867 1.515255 -0.133 0.703 -1.415 0.269
H 2.299691 -1.110803 -0.179634 0.198 0.111 1.384 0.240
H 0.826396 -2.086166 -1.535861 -0.533 0.018 1.082 0.245
H 0.634942 -3.197528 -0.141881 0.785 -1.285 0.253 0.260
H -0.369069 -0.022439 -1.756018 -1.014 -0.187 4.115 0.165
H 1.712150 0.665610 -1.264817 0.416 0.160 -0.453 0.224
H 0.737258 1.941639 -0.551855 0.137 -0.068 0.056 0.250
H 2.354943 1.587528 0.184656 -1.720 -1.347 -0.445 0.266
H -3.532345 0.407650 0.226188 0.705 0.985 -0.465 0.226
H -2.912282 1.288381 -1.374505 0.266 -0.877 1.756 0.219
H -2.950014 2.314181 0.116072 -0.146 -3.013 -0.237 0.243
H 0.301657 0.324175 1.209491 0.194 1.034 1.948 0.449
```
Forces are in eV/Å.

Computed properties:
LUMO level = -2.80 eV
2S+1 = 1
Gap between HOMO and LUMO = 10.76 eV
Strongest force on any atom = 0.08978 hartree/bohr
Charge = +1
Energy above the lowest of the compared OMol25 structures with the same formula, charge and spin = 52.3 kcal per mole

=====

Entry 3:
The following is a quantum chemistry calculation of a cluster of 2 separate species, C2H4N2O in total in a non-equilibrium geometry, from OMol25.

Structure (XYZ):
```
9
Properties=species:S:1:pos:R:3:forces:R:3:nbo_charge:R:1
C -1.585460 1.921628 0.606966 -1.256 -0.522 -0.449 0.839
C 0.764945 -1.515170 -0.122764 -0.872 0.609 0.927 -0.024
N -1.132625 1.622063 -0.460950 2.009 -1.077 -0.991 -0.784
N 1.268624 -0.456441 -0.600059 -0.766 -0.639 -0.015 -0.608
O -2.295475 2.207720 1.480523 0.226 0.509 1.028 -0.522
H 1.318917 -2.322073 0.223679 1.778 -1.645 0.091 0.140
H -0.239436 -1.725775 0.227192 -0.798 1.067 -0.693 0.164
H -0.351606 0.950912 -0.674361 -0.797 1.056 0.399 0.447
H 2.252117 -0.682865 -0.680228 0.476 0.641 -0.296 0.348
```
Forces are in eV/Å.

Computed properties:
SMILES string = N=C=O.C=N
LUMO level = 0.72 eV
2S+1 = 1
Gap between HOMO and LUMO = 11.25 eV
Strongest force on any atom = 0.04833 hartree/bohr
Energy above the lowest of the compared OMol25 structures with the same formula, charge and spin = 23.9 kcal per mole